(1)
C6H14N2 in the gas phase at a distorted geometry, computed with ωB97M-V/def2-TZVPD.

Calculated values
- Spin multiplicity: 1
- ΔE to the lowest compared entry with this formula, charge and spin: 149.4 kJ/mol
- Orbital gap: 8.67 eV
- SMILES: C/C(=C/N)CCCN
- HOMO level: -7.753 eV
- Maximum force: 3.5 eV/Å

Each line ends with the Mulliken charge.
Geometry (Å):
C 0.258 -1.619 -1.241  -0.6847
C 0.890 -1.507 0.142  -0.5251
C 0.090 -0.788 1.229  -0.7734
N 1.519 1.672 -0.086  -0.5251
C 0.204 1.614 0.403  -0.2496
C -0.475 0.558 0.932  0.4591
C -1.985 0.832 0.993  -1.5277
N -0.483 -0.592 -1.961  -0.6045
H 0.957 -2.023 -2.033  0.3996
H -0.419 -2.512 -1.284  0.3211
H 1.874 -1.066 0.129  0.3027
H 1.106 -2.543 0.452  0.3805
H 0.658 -0.818 2.184  0.2597
H -0.868 -1.258 1.563  0.3454
H 1.977 0.794 -0.269  0.2107
H 1.619 2.274 -0.890  0.2749
H -0.360 2.514 0.139  0.2392
H -2.448 -0.079 0.601  0.4488
H -2.236 1.701 0.397  0.3396
H -2.406 0.964 1.979  0.3708
H 0.117 0.071 -2.441  0.2506
H -1.042 -0.003 -1.355  0.2873

Force components x, y, z for each atom (eV/Å):
C -0.41 -2.25 -2.23
C -0.26 -0.28 0.12
C -1.46 -0.53 1.46
N 0.12 0.12 0.25
C -0.42 -1.09 -0.61
C 0.68 3.26 -0.97
C 0.76 -1.21 0.22
N 0.06 0.95 0.20
H 0.10 0.66 1.12
H 0.13 0.66 0.82
H 0.43 0.34 -0.29
H -0.25 0.30 0.05
H 0.03 0.34 -0.57
H 0.85 -0.90 -0.60
H -0.11 -0.06 0.18
H -0.03 0.09 0.19
H 0.23 -0.21 0.30
H -0.40 0.25 -0.24
H -0.20 -0.02 -0.13
H 0.03 0.06 0.53
H 0.20 -0.20 0.06
H -0.10 -0.26 0.14

---

(2)
C6H14N2 in the gas phase, computed with ωB97M-V/def2-TZVPD.

Calculated values
- Spin multiplicity: 1
- ΔE to the lowest compared entry with this formula, charge and spin: 40.7 kJ/mol
- Orbital gap: 8.54 eV
- SMILES: CC/C(N)=C(\C)CN
- HOMO level: -7.461 eV
- Maximum force: 0.4 eV/Å

Each line ends with the Mulliken charge.
Geometry (Å):
C -2.067 0.213 -0.232  -0.8583
C 1.814 -0.211 -0.582  -0.8314
C -0.249 1.962 -0.050  -1.6539
C 2.476 -0.249 0.795  -1.0444
C 0.328 -0.451 -0.474  0.5788
C -0.582 0.511 -0.260  0.6201
N -0.008 -1.798 -0.495  -0.5092
N -2.403 -0.923 0.629  -0.5528
H 0.481 -2.363 -1.171  0.1861
H -1.000 -1.976 -0.422  0.2909
H -2.015 -0.776 1.555  0.1883
H -3.410 -1.005 0.721  0.2166
H -2.597 1.130 0.067  0.4042
H -2.414 -0.049 -1.242  0.2694
H 2.019 0.743 -1.068  0.3314
H 2.249 -0.997 -1.204  0.3773
H 0.814 2.158 -0.132  0.3313
H -0.771 2.578 -0.785  0.3928
H -0.575 2.285 0.940  0.3193
H 2.274 -1.203 1.276  0.3127
H 2.083 0.543 1.427  0.2831
H 3.554 -0.123 0.706  0.3477

Force components x, y, z for each atom (eV/Å):
C 0.06 0.07 -0.10
C -0.11 0.07 0.21
C 0.04 -0.24 -0.09
C 0.04 -0.02 -0.18
C 0.11 0.26 -0.04
C -0.18 0.07 -0.02
N -0.03 -0.30 -0.22
N -0.31 -0.05 0.23
H 0.00 0.05 0.01
H 0.02 -0.18 0.08
H -0.05 -0.05 -0.02
H 0.11 -0.02 0.05
H 0.08 -0.12 -0.10
H 0.02 0.11 0.04
H -0.01 -0.06 -0.05
H -0.01 0.05 -0.08
H 0.12 0.11 0.00
H 0.00 0.14 -0.01
H -0.01 0.11 0.05
H 0.00 -0.07 0.09
H -0.02 0.08 0.09
H 0.11 0.00 0.07

---

(3)
A gas-phase ion, C6H14N2 (charge +1) at a distorted geometry, computed with ωB97M-V/def2-TZVPD.

Calculated values
- Spin multiplicity: 2
- ΔE to the lowest compared entry with this formula, charge and spin: 232.5 kJ/mol
- Net charge: +1
- Orbital gap (alpha / beta): 8.14 / 4.04 eV
- ⟨S²⟩: 0.753
- HOMO level (alpha / beta): -12.359 / -12.315 eV
- Maximum force: 6.5 eV/Å

Each line ends with the Mulliken spin population.
Geometry (Å):
C -1.223 -0.507 2.225  -0.0084
C -1.622 -0.614 0.710  0.0230
C -0.679 0.333 -0.090  -0.0252
N 1.467 1.505 -1.941  0.0746
C 1.388 0.088 -1.503  0.3975
C 0.458 -0.384 -0.687  0.2836
C 2.513 -0.744 -1.944  0.0321
N -1.773 0.714 2.781  0.0110
H -0.141 -0.601 2.393  0.0015
H -1.631 -1.315 2.802  0.0010
H -1.410 -1.578 0.177  -0.0030
H -2.713 -0.395 0.481  0.0071
H -0.270 1.103 0.481  0.0840
H -1.338 0.761 -0.948  0.0414
H 0.943 1.643 -2.794  0.0245
H 0.832 2.037 -1.266  -0.0069
H 0.711 -1.241 0.023  -0.0017
H 3.384 -0.117 -2.091  0.0019
H 2.945 -1.645 -1.307  0.0186
H 2.352 -1.317 -2.913  0.0454
H -2.754 0.745 2.932  -0.0007
H -1.442 1.530 2.480  -0.0015

Force components x, y, z for each atom (eV/Å):
C -1.33 0.21 -0.73
C 0.72 -0.46 -0.70
C -3.11 -1.16 -3.50
N -2.48 -2.05 3.04
C 3.68 3.13 -3.68
C -2.25 -1.58 5.85
C 1.80 -2.47 -0.41
N -0.27 -3.64 1.66
H -0.12 0.38 -0.29
H -0.33 -0.55 0.09
H -0.49 0.16 1.06
H 1.42 -0.05 0.70
H 0.57 1.86 1.13
H 1.30 -0.02 1.27
H 0.56 -0.07 -1.11
H 1.16 -0.69 -0.97
H -0.05 0.43 -1.77
H 0.03 0.25 -0.36
H -1.66 1.89 -0.52
H -0.20 0.92 0.70
H -0.62 -0.25 0.00
H 1.67 3.77 -1.44

---

(4)
2 unconnected molecules or ions with the total composition C6H14N2O2 at a distorted geometry, computed with ωB97M-V/def2-TZVPD.

Calculated values
- Spin multiplicity: 1
- ΔE to the lowest compared entry with this formula, charge and spin: 407.1 kJ/mol
- Orbital gap: 9.10 eV
- SMILES: CNC(C)=O.CNC(C)=O
- HOMO level: -8.672 eV
- Maximum force: 7.7 eV/Å

Each line ends with the Mulliken charge.
Geometry (Å):
C 2.341 -1.268 -2.216  -1.0251
C 0.479 1.898 -1.097  -0.5317
C 1.297 -0.358 -1.543  0.7773
O 0.263 -0.818 -1.095  -0.6274
N 1.469 0.993 -1.743  -0.2072
H 2.308 -0.587 -3.307  0.2093
H 2.073 1.387 -2.424  0.2368
H 0.663 2.869 -0.866  0.3549
H 3.424 -1.281 -2.068  0.3406
H 1.951 -2.303 -2.206  0.2531
H -0.395 1.893 -1.982  0.2510
H -0.100 1.344 -0.279  0.0232
C -0.293 0.917 2.702  -1.0194
C -2.445 -1.363 0.659  -0.8928
C -1.698 -0.887 1.857  0.5184
O -2.152 -1.216 2.968  -0.6160
N -0.513 -0.019 1.714  -0.0346
H -0.077 -0.032 0.667  0.1827
H 0.452 1.602 2.382  0.3670
H -2.612 -0.638 0.037  0.3614
H -1.121 1.449 3.184  0.3296
H -0.018 0.426 3.670  0.3029
H -1.737 -2.103 0.174  0.2150
H -3.560 -1.906 0.812  0.2308

Force components x, y, z for each atom (eV/Å):
C -0.71 2.22 -3.08
C -4.70 -4.92 -3.62
C 1.09 0.11 -1.28
O 0.22 0.04 0.80
N -0.75 0.46 2.71
H 0.03 -2.94 2.25
H 0.62 -0.11 -0.23
H 1.51 2.56 0.60
H -0.35 0.46 0.97
H 0.13 0.75 -0.63
H 1.70 0.64 2.41
H 1.33 1.13 -1.13
C 0.57 0.21 3.58
C -0.34 -6.08 2.06
C -0.04 0.44 2.74
O 1.53 1.34 -1.56
N -2.87 -3.84 -4.80
H -1.52 0.16 3.65
H 0.75 0.69 0.02
H -0.71 4.23 -3.84
H -0.76 0.32 -1.30
H 0.87 0.04 -0.74
H -1.03 0.66 0.13
H 3.43 1.42 0.31

---

(5)
2 unconnected molecules or ions with the total composition C6H14N2O2 at a distorted geometry, computed with ωB97M-V/def2-TZVPD.

Calculated values
- Spin multiplicity: 1
- ΔE to the lowest compared entry with this formula, charge and spin: 76.5 kJ/mol
- Orbital gap: 9.76 eV
- SMILES: CNC(C)=O.CNC(C)=O
- HOMO level: -9.205 eV
- Maximum force: 1.7 eV/Å

Each line ends with the Mulliken charge.
Geometry (Å):
C -2.143 1.569 1.568  -1.2013
C 1.396 0.518 2.319  -0.8699
C -0.940 0.664 1.624  0.8080
O -1.014 -0.534 1.488  -0.6061
N 0.243 1.287 1.919  -0.1783
H -2.756 1.415 0.688  0.2872
H 0.311 2.285 1.898  0.1891
H 1.686 0.735 3.348  0.3359
H -2.692 1.446 2.507  0.3081
H -1.835 2.609 1.706  0.3346
H 1.213 -0.536 2.176  0.3298
H 2.293 0.718 1.723  0.2951
C 1.328 0.982 -1.644  -0.9844
C -0.601 -2.240 -1.360  -0.9779
C 0.265 -1.211 -1.993  0.7558
O 0.545 -1.182 -3.180  -0.6500
N 0.736 -0.236 -1.154  -0.0915
H 0.408 -0.179 -0.211  0.1434
H 0.662 1.838 -1.816  0.2765
H -0.115 -3.090 -0.893  0.2559
H 2.065 1.238 -0.943  0.3205
H 1.705 0.844 -2.645  0.3693
H -1.298 -1.784 -0.661  0.2242
H -1.258 -2.742 -2.075  0.3261

Force components x, y, z for each atom (eV/Å):
C 0.45 0.81 0.90
C 1.00 0.22 -0.12
C 0.04 0.94 0.33
O -0.11 -0.79 -0.16
N -0.05 -0.53 -0.16
H -0.09 -0.04 0.07
H -0.15 0.15 0.10
H -0.22 -0.17 0.12
H -0.31 -0.63 -0.32
H 0.01 0.07 -0.72
H -0.36 -0.22 0.22
H -0.23 0.29 -0.20
C -0.75 -0.07 -1.12
C -1.46 -0.90 0.03
C 0.57 0.66 -0.45
O -0.19 -0.25 0.03
N -0.50 0.17 -0.19
H -0.31 -0.48 0.21
H -0.46 -0.22 0.60
H 0.57 0.30 0.34
H 1.31 0.74 0.61
H 0.64 -0.47 -0.06
H 0.30 0.03 0.40
H 0.32 0.39 -0.48

---

(6)
2 unconnected molecules or ions with the total composition C6H14N2O2 at a distorted geometry, computed with ωB97M-V/def2-TZVPD.

Calculated values
- Spin multiplicity: 1
- ΔE to the lowest compared entry with this formula, charge and spin: 125.0 kJ/mol
- Orbital gap: 9.79 eV
- SMILES: CNC(C)=O.CNC(C)=O
- HOMO level: -9.214 eV
- Maximum force: 2.2 eV/Å

Each line ends with the Mulliken charge.
Geometry (Å):
C -0.533 0.485 -2.134  -0.8213
C 3.221 0.698 -1.675  -0.8266
C 0.857 0.111 -1.697  0.7408
O 1.081 -0.913 -1.059  -0.6555
N 1.785 1.085 -1.825  -0.2237
H -0.853 1.486 -1.878  0.3369
H 1.585 2.029 -2.095  0.2363
H 3.703 1.583 -1.259  0.3075
H -0.727 0.148 -3.153  0.2971
H -1.278 -0.104 -1.583  0.2635
H 3.250 -0.187 -1.064  0.2959
H 3.577 0.459 -2.685  0.2704
C -0.269 1.052 2.738  -0.9579
C -1.699 -1.642 0.352  -0.8359
C -1.666 -0.665 1.508  0.7652
O -2.630 -0.355 2.187  -0.6439
N -0.457 -0.088 1.844  -0.1908
H 0.373 -0.288 1.299  0.2284
H 0.324 0.797 3.611  0.2906
H -0.954 -2.416 0.508  0.3116
H 0.075 1.935 2.186  0.3031
H -1.259 1.371 3.071  0.3450
H -2.723 -1.987 0.304  0.2990
H -1.538 -1.057 -0.574  -0.1357

Force components x, y, z for each atom (eV/Å):
C -1.10 -1.10 0.16
C -1.47 1.09 -0.83
C -0.92 0.87 1.76
O 0.16 -0.23 -0.91
N 1.55 -0.91 -0.01
H 0.43 0.58 -0.62
H -0.36 -0.15 -0.36
H 0.46 -0.45 0.04
H 0.19 0.69 -0.27
H 0.69 0.27 -0.34
H 0.24 -0.05 0.40
H 0.37 0.12 0.36
C -1.54 0.04 -0.36
C -0.30 1.14 0.16
C 0.59 1.06 1.40
O -0.62 -0.35 -0.54
N 1.09 -0.07 -0.82
H -0.44 -0.33 -0.22
H 0.24 0.13 -0.08
H -0.05 -0.10 -0.38
H 0.57 -0.32 0.12
H 0.02 -0.31 0.24
H -0.05 -0.52 0.12
H 0.21 -1.09 0.99

---

(7)
2 unconnected molecules or ions with the total composition C6H14N2O2 at a distorted geometry, computed with ωB97M-V/def2-TZVPD.

Calculated values
- Spin multiplicity: 1
- ΔE to the lowest compared entry with this formula, charge and spin: 261.5 kJ/mol
- Orbital gap: 10.17 eV
- SMILES: CNC(C)=O.CNC(C)=O
- HOMO level: -9.783 eV
- Maximum force: 4.1 eV/Å

Each line ends with the Mulliken charge.
Geometry (Å):
C 1.610 2.499 1.321  -1.0498
C 2.017 -1.271 1.671  -0.8551
C 2.317 1.228 1.726  0.6085
O 3.435 1.202 2.191  -0.6055
N 1.551 0.130 1.455  -0.0863
H 1.874 3.308 2.035  0.3203
H 0.549 0.286 1.509  0.1857
H 1.707 -1.694 0.709  0.2364
H 2.112 2.712 0.362  0.2633
H 0.603 2.613 1.740  0.3483
H 3.102 -1.205 1.851  0.3281
H 1.477 -1.933 2.360  0.3020
C -2.691 0.361 -0.245  -0.8410
C -0.952 -1.791 -2.814  -0.9387
C -2.353 -0.124 -1.704  0.6267
O -3.046 0.127 -2.643  -0.5768
N -1.216 -0.901 -1.700  -0.0966
H -3.143 1.358 -0.339  0.3342
H -0.489 -1.051 -1.032  0.1999
H 0.001 -1.621 -3.302  0.2922
H -3.642 -0.024 0.156  0.2884
H -1.908 0.497 0.499  0.0914
H -1.077 -2.847 -2.336  0.3090
H -1.837 -1.859 -3.470  0.3153

Force components x, y, z for each atom (eV/Å):
C 1.33 1.24 2.20
C -0.51 0.81 -1.40
C -0.64 0.11 0.89
O 0.20 -0.30 -0.36
N -0.40 -1.06 1.21
H 1.44 -0.31 -0.49
H 0.40 -0.01 -0.31
H 1.04 -0.60 -0.06
H -1.63 0.50 -0.07
H -0.85 -0.92 -2.06
H -0.58 -0.42 -0.19
H 0.18 0.94 0.64
C -1.52 1.69 -0.99
C -1.86 -2.60 0.97
C 1.22 0.04 3.93
O -0.36 -0.24 -0.85
N -0.22 -0.27 -2.22
H 0.69 0.37 -0.46
H -0.60 0.82 1.18
H -0.08 -0.13 -0.20
H 0.76 -1.18 -0.03
H 0.12 -0.67 -0.17
H 1.14 1.35 -0.97
H 0.74 0.84 -0.18

---

(8)
2 unconnected molecules or ions with the total composition C6H14N2O2 at a distorted geometry, computed with ωB97M-V/def2-TZVPD.

Calculated values
- Spin multiplicity: 1
- ΔE to the lowest compared entry with this formula, charge and spin: 135.4 kJ/mol
- Orbital gap: 10.26 eV
- SMILES: CNC(C)=O.CNC(C)=O
- HOMO level: -9.845 eV
- Maximum force: 2.6 eV/Å

Each line ends with the Mulliken charge.
Geometry (Å):
C 0.055 0.027 2.445  -1.0823
C 0.397 3.229 0.414  -0.9025
C 0.640 1.415 2.116  0.7459
O 1.720 1.754 2.525  -0.5972
N -0.084 2.093 1.186  -0.2125
H -0.100 -0.692 1.649  0.1853
H -0.956 1.736 0.889  0.2567
H 1.036 2.817 -0.371  0.2904
H 0.630 -0.367 3.284  0.2993
H -0.901 0.162 2.943  0.3879
H -0.487 3.714 -0.015  0.3489
H 0.827 4.082 0.930  0.2869
C -1.954 -1.104 -1.887  -0.9497
C 1.417 -2.312 -0.935  -0.9592
C 0.240 -1.987 -1.875  0.5696
O 0.133 -2.637 -2.882  -0.5764
N -0.569 -0.945 -1.459  -0.0497
H -0.242 -0.357 -0.732  0.1452
H -2.209 -2.141 -2.087  0.3289
H 2.278 -1.785 -1.361  0.2561
H -2.701 -0.761 -1.171  0.3222
H -2.118 -0.518 -2.799  0.2968
H 1.360 -2.036 0.114  0.2806
H 1.587 -3.387 -0.923  0.3286

Force components x, y, z for each atom (eV/Å):
C -0.26 0.85 1.74
C -0.77 0.02 -0.56
C -0.37 -1.82 -1.26
O 0.45 0.67 0.34
N 0.56 1.07 0.56
H 0.34 0.12 -0.30
H -0.69 -0.47 0.01
H 0.18 0.67 -0.02
H 0.42 -0.29 -0.52
H -0.57 0.15 -0.24
H 0.08 -0.41 -0.38
H 0.60 -0.60 0.62
C -0.59 1.30 -0.51
C 0.22 0.33 -0.32
C 1.75 0.28 1.90
O -1.02 0.01 -0.42
N -0.54 -2.08 -1.30
H -0.18 0.18 0.68
H 0.41 -0.06 -0.08
H 0.14 -0.35 0.11
H 0.38 0.20 0.35
H -0.16 -0.28 0.02
H -0.45 0.45 0.05
H 0.09 0.06 -0.45